[1]
{
  "formula": "CH3N2O3S",
  "method": "wB97M-V/def2-TZVPD",
  "homo_ev": [-3.89, -4.62],
  "lumo_ev": [3.6, 3.7],
  "multiplicity": 1,
  "charge": -1,
  "de_lowest_kcal_mol": 115.1,
  "total_energy_ha": -773.20841,
  "elements": ["C", "N", "N", "O", "O", "O", "S", "H", "H", "H"],
  "xyz": [[0.14507, 0.13817, 0.67030], [-0.29733, 0.58177, -0.62867], [-0.51971, -0.77673, -0.21107], [-2.43278, 0.40314, 3.20460], [-1.22515, 2.60930, 2.92954], [-2.45740, 1.80621, 1.10651], [-1.75409, 1.38006, 2.30845], [1.25505, 0.30935, 0.76071], [-1.10826, 1.32781, -0.59537], [-0.03994, -1.24751, -0.90731]],
  "atomic_forces_ev_per_a": [[0.2, 1.5, -1.0], [-0.8, 3.6, 0.3], [-2.5, 0.7, 1.7], [1.1, 1.1, -1.2], [0.5, -1.3, 0.6], [-0.6, -1.0, -0.7], [0.1, 0.4, 0.2], [-1.0, -0.8, 0.5], [1.1, -2.7, 0.5], [1.9, -1.6, -0.9]]
}



[2]
{
  "formula": "CH3N2O3S",
  "method": "wB97M-V/def2-TZVPD",
  "homo_ev": -4.44,
  "smiles": "NOSNC(=O)[O-]",
  "lumo_ev": 3.6,
  "multiplicity": 1,
  "charge": -1,
  "de_lowest_kcal_mol": 40.2,
  "total_energy_ha": -773.32778,
  "elements": ["N", "O", "S", "N", "C", "O", "O", "H", "H", "H"],
  "xyz": [[-1.85878, 0.08494, 0.85073], [-1.91560, -0.31266, -0.47036], [-0.45311, -1.32126, -0.76669], [0.79885, -0.33484, -0.97913], [1.64105, 0.51277, 0.04354], [2.44086, 1.17432, -0.58909], [1.36498, 0.34762, 1.19381], [-2.21462, -0.70239, 1.46837], [-0.87511, 0.44517, 1.04679], [1.07148, 0.10633, -1.79797]],
  "atomic_forces_ev_per_a": [[-0.3, 0.9, 1.9], [1.7, -1.3, -0.8], [-0.8, 0.5, -0.5], [0.2, 0.0, 2.4], [-0.8, -1.3, -1.9], [1.0, 0.9, -0.5], [-0.7, -0.1, 2.8], [1.3, 1.2, -0.9], [-1.6, -1.2, 0.2], [-0.2, 0.4, -2.5]]
}



| no. | maximum force (eV Å⁻¹) |
| --- | --- |
| 1 | 3.70 |
| 2 | 2.84 |